100
Properties=species:S:1:pos:R:3:forces:R:3:mulliken_charge:R:1 method="wB97M-V/def2-TZVPD" fmax_ev_per_a=0.67 total_charge=+1 homo_ev=-10.3514
Ga 0.707811 0.525421 1.085044 -0.32 0.08 0.22 -1.36
C 2.490104 -1.566579 4.027653 0.06 0.09 0.12 -1.12
Sb 2.572360 0.269494 2.982362 0.10 0.19 0.11 0.93
C 4.442425 0.196809 1.983274 0.08 0.01 0.08 -1.07
C 2.994413 1.822285 4.422895 -0.03 0.06 -0.21 -1.50
C 1.724798 2.225989 5.109259 0.06 0.00 0.03 0.54
C 1.248111 1.454437 6.170608 0.05 0.09 -0.01 -0.39
C 0.061388 1.761334 6.810781 -0.03 0.04 0.00 -0.80
C -0.674178 2.862236 6.393016 -0.02 -0.05 0.05 -0.75
C -0.214375 3.633416 5.342048 0.02 0.01 -0.09 -0.65
C 0.976766 3.334232 4.677201 -0.06 -0.12 -0.05 0.89
C 1.393121 4.189251 3.514727 0.03 -0.08 -0.01 -1.69
Sb 0.716812 3.469299 1.577801 -0.10 0.25 0.13 0.70
C -1.344476 3.886748 1.921455 -0.03 -0.03 -0.04 -1.53
C 1.167066 5.250122 0.486057 0.06 -0.04 -0.05 -1.27
H 3.448891 -1.764477 4.503881 -0.01 -0.03 -0.01 0.43
H 2.256614 -2.335707 3.294379 0.01 0.01 0.00 0.20
H 1.706629 -1.515506 4.780683 -0.02 -0.03 -0.01 0.39
H 5.193888 -0.275743 2.614488 -0.02 -0.01 0.00 0.42
H 4.763626 1.214842 1.763631 -0.01 -0.02 -0.04 0.39
H 4.325672 -0.363910 1.059332 -0.03 -0.01 -0.01 0.12
H 3.369233 2.628097 3.793846 0.15 -0.01 0.05 0.28
H 3.803382 1.538802 5.095603 -0.14 -0.12 0.10 0.73
H 1.836486 0.606808 6.505271 0.00 -0.01 0.00 0.50
H -0.285183 1.151647 7.634639 0.00 0.00 -0.01 0.43
H -1.601474 3.120595 6.886621 0.00 -0.01 0.00 0.41
H -0.788732 4.495790 5.021948 0.01 0.00 0.01 0.38
H 2.471640 4.333765 3.465669 -0.03 0.05 -0.04 0.65
H 0.930262 5.175028 3.579739 0.01 0.00 0.03 0.66
H -1.452868 4.927635 2.225274 0.02 0.00 -0.01 0.57
H -1.733408 3.229311 2.697750 0.03 0.00 -0.02 0.38
H -1.908571 3.723085 1.002826 -0.01 0.00 0.02 0.39
H 0.784620 6.109033 1.035562 0.00 -0.01 0.01 0.38
H 0.694021 5.209362 -0.493836 0.00 0.00 0.00 0.38
H 2.242245 5.354452 0.353075 0.00 0.00 0.00 0.36
C -5.697957 2.095393 -2.513322 -0.01 0.01 0.00 -1.40
C -5.288998 0.650811 -2.260697 0.02 0.00 0.00 -0.46
C -5.503120 -0.268190 -3.453730 0.00 0.00 0.00 -0.72
C -4.621185 0.150610 -4.620968 0.00 0.00 0.01 -1.50
C -3.187200 0.289902 -4.182537 -0.01 -0.01 -0.01 0.88
C -2.157119 0.176894 -5.086530 0.00 0.00 -0.02 -0.63
C -0.832480 0.283771 -4.667425 -0.03 0.02 0.04 0.07
F 0.132035 0.143514 -5.585964 0.04 0.00 -0.05 -0.39
C -0.495432 0.497953 -3.364632 -0.01 0.07 0.03 -0.62
C -1.525910 0.614361 -2.420191 -0.06 0.01 -0.04 0.51
C -1.191659 0.772583 -1.016493 0.08 -0.04 -0.10 0.48
O 0.048010 0.858217 -0.719709 -0.23 0.42 -0.07 -0.12
C -2.253595 0.776540 -0.093098 -0.08 0.04 0.04 0.09
C -3.542035 0.717930 -0.581655 0.00 -0.02 0.00 0.03
N -3.859915 0.600555 -1.863269 -0.01 0.02 -0.01 0.36
C -2.862388 0.512169 -2.827610 0.02 0.01 0.04 -0.26
C -2.143443 0.765635 1.413036 0.14 -0.03 0.03 0.31
O -3.154712 0.822447 2.075338 0.00 0.03 0.01 -0.75
O -0.948162 0.669162 1.945399 -0.12 -0.04 -0.09 -0.05
H -6.739997 2.136477 -2.831448 0.01 0.00 0.01 0.41
H -5.082541 2.554886 -3.287616 0.00 0.00 0.00 0.35
H -5.595356 2.688535 -1.604298 0.00 0.00 -0.01 0.40
H -5.841820 0.260858 -1.406324 -0.01 0.00 0.01 0.55
H -6.556050 -0.242159 -3.733375 0.00 0.00 0.00 0.47
H -5.268166 -1.293611 -3.158766 0.00 0.01 0.00 0.10
H -4.971347 1.098772 -5.037336 0.01 0.00 0.00 0.44
H -4.682467 -0.580045 -5.427439 0.00 0.00 0.00 0.49
H -2.360763 -0.010678 -6.133723 -0.01 0.00 0.01 0.53
H 0.538187 0.549147 -3.054044 -0.01 0.02 -0.02 0.61
H -4.358984 0.753187 0.128769 0.00 0.01 0.00 0.72
N 1.515812 -1.060055 0.726438 0.33 -0.58 -0.10 1.04
P 1.484762 -2.026254 -0.495727 0.05 -0.17 -0.24 1.23
C -0.182958 -2.368040 -1.160493 0.02 0.02 0.02 0.17
C -0.443645 -2.652101 -2.499983 0.02 0.02 0.00 -0.67
C -1.740689 -2.898825 -2.925149 -0.02 -0.04 0.01 -0.88
C -2.788692 -2.883762 -2.012883 0.03 -0.01 -0.02 -0.48
C -2.537734 -2.613558 -0.675640 -0.01 0.01 0.03 -0.96
C -1.241668 -2.347108 -0.254513 0.02 -0.08 0.05 -0.36
C 2.482135 -1.500385 -1.921458 -0.02 -0.05 0.00 0.42
C 2.821558 -0.157955 -2.055443 0.05 0.01 0.03 -0.55
C 3.550104 0.278926 -3.152832 0.00 -0.01 -0.01 -0.29
C 3.949606 -0.627607 -4.124364 0.00 0.02 0.00 -0.75
C 3.631919 -1.972712 -3.990825 0.01 0.00 -0.01 -0.74
C 2.906325 -2.408170 -2.892395 -0.02 -0.01 0.00 -0.57
C 2.154148 -3.649404 -0.062122 -0.03 0.03 0.13 0.36
C 3.534322 -3.795686 0.082039 -0.01 0.00 0.00 -0.33
C 4.066262 -4.989611 0.540225 0.00 0.01 -0.01 -0.76
C 3.223619 -6.046551 0.862586 0.00 0.00 0.00 -0.55
C 1.851199 -5.907659 0.724108 0.00 -0.01 0.00 -0.76
C 1.316212 -4.711394 0.264897 0.00 -0.03 -0.06 -0.32
H 0.362325 -2.664783 -3.222240 0.00 0.00 0.00 0.42
H -1.932227 -3.113194 -3.969118 0.00 0.00 0.00 0.44
H -3.797488 -3.096529 -2.345897 0.01 -0.02 0.02 0.58
H -3.346317 -2.613662 0.045519 0.00 0.01 -0.01 0.50
H -1.041706 -2.134936 0.791264 -0.02 0.02 -0.02 0.69
H 2.515073 0.546612 -1.292743 0.01 -0.01 0.00 0.01
H 3.809687 1.325541 -3.247827 0.00 0.00 0.00 0.49
H 4.518135 -0.288246 -4.980453 0.00 0.00 0.01 0.42
H 3.956277 -2.684669 -4.738676 0.00 0.01 0.01 0.46
H 2.678599 -3.462645 -2.785789 0.00 0.00 0.01 0.52
H 4.195067 -2.975505 -0.172762 0.01 0.02 0.00 0.35
H 5.138052 -5.098785 0.643146 -0.01 0.00 0.00 0.44
H 3.639878 -6.979794 1.219137 0.00 0.00 -0.01 0.40
H 1.194142 -6.731517 0.970561 0.01 0.01 0.00 0.44
H 0.243359 -4.613013 0.154505 0.02 -0.01 0.01 0.32


105
Properties=species:S:1:pos:R:3:forces:R:3:mulliken_charge:R:1 method="wB97M-V/def2-TZVPD" fmax_ev_per_a=0.59 total_charge=+1 homo_ev=-9.8537
Sc -0.116137 0.071753 -0.337660 0.05 -0.59 0.01 -1.73
C -2.516314 -1.755326 -4.044622 -0.02 0.00 -0.02 -1.90
C -1.915392 -0.890961 -2.984766 -0.06 0.09 -0.01 0.10
N -0.663611 -0.671677 -2.862538 -0.10 0.02 0.20 1.01
O 0.101906 -1.335827 -3.807387 0.09 -0.03 0.01 -0.61
C -2.775838 -0.148722 -2.033860 0.02 0.07 -0.06 0.37
C -4.206270 0.138816 -2.344171 -0.02 -0.02 -0.01 -1.76
N -2.187661 0.321960 -0.990686 -0.18 -0.09 0.11 1.09
O -2.849026 1.098554 -0.149163 -0.07 0.10 -0.07 -0.78
H -1.864272 -2.596871 -4.266760 -0.01 0.00 0.01 0.43
H -2.639183 -1.184386 -4.967903 0.01 0.00 0.00 0.36
H -3.495605 -2.116621 -3.737908 0.00 0.00 0.00 0.45
H 0.974038 -0.931678 -3.696675 0.08 -0.02 -0.02 0.21
H -4.379782 0.172006 -3.418620 0.01 0.01 0.00 0.50
H -4.478453 1.092306 -1.896494 0.00 0.00 0.00 0.34
H -4.863693 -0.626951 -1.923193 0.00 0.02 0.02 0.29
Cl 2.183840 2.910720 -6.909627 0.00 0.01 -0.01 -0.18
C 1.749853 2.469664 -5.308084 0.02 -0.03 0.04 0.29
C 2.495515 1.521535 -4.613104 -0.01 0.03 -0.05 0.42
Cl 3.847744 0.770365 -5.365227 0.00 0.00 0.02 -0.19
C 2.140593 1.170993 -3.314359 0.03 0.04 -0.05 -0.29
Cl 3.032263 -0.035655 -2.453955 -0.04 -0.02 0.02 0.02
C 1.037548 1.748990 -2.674152 -0.02 0.00 0.14 -1.25
O 0.704163 1.416274 -1.446305 0.36 0.10 -0.34 0.95
C 0.290506 2.690532 -3.395578 -0.05 -0.01 0.00 1.00
Cl -1.098355 3.361465 -2.632542 0.02 -0.02 0.02 -0.09
C 0.641597 3.050598 -4.690272 -0.01 0.01 -0.01 0.27
Cl -0.299925 4.208085 -5.538449 0.00 0.00 0.00 -0.18
N -2.031344 -2.144535 3.084601 0.03 0.03 0.04 -0.34
C -2.024631 -1.163124 2.143767 -0.15 0.06 -0.02 -0.17
N -3.152815 -0.521334 1.886835 0.20 -0.23 0.13 0.05
O -0.943289 -0.896406 1.551920 0.02 0.04 0.01 1.18
H -2.848615 -2.359953 3.625287 -0.02 0.00 -0.01 0.18
H -1.194895 -2.672590 3.244853 0.03 -0.02 -0.01 0.10
H -4.006529 -0.756174 2.361038 0.00 0.00 0.00 0.21
H -3.127132 0.234067 1.161200 0.08 -0.12 -0.14 -0.28
C -4.174147 4.297360 3.925443 -0.01 0.03 0.02 -1.13
Si -3.697870 3.341910 2.389124 0.07 0.04 -0.05 0.27
C -4.951502 1.979211 2.114271 -0.11 -0.03 -0.05 -0.49
C -3.669108 4.473689 0.907602 -0.03 0.04 -0.01 -0.90
C -1.978125 2.615188 2.724107 0.06 -0.09 0.10 -1.01
Te -0.575337 2.696988 1.116685 -0.10 0.28 -0.02 0.16
C 1.121403 3.220699 2.308467 -0.06 -0.08 0.08 -0.82
Si 2.322440 4.362646 1.408091 0.03 0.01 -0.06 0.16
C 2.615777 3.784387 -0.346044 -0.01 0.03 -0.02 -0.37
C 1.564294 6.069162 1.377666 -0.04 0.01 -0.01 -1.09
C 3.935131 4.357240 2.353777 0.01 -0.04 0.04 -1.06
H -5.185107 4.701164 3.837833 0.00 0.00 0.00 0.31
H -3.495167 5.137374 4.090180 0.00 0.00 0.00 0.31
H -4.144790 3.666163 4.816616 0.00 -0.01 0.00 0.34
H -5.939188 2.413972 1.942159 0.01 0.02 0.02 0.46
H -5.031722 1.328679 2.989388 0.00 0.01 0.01 0.23
H -4.698910 1.382698 1.235460 -0.14 0.15 0.03 -0.23
H -4.619129 5.008600 0.831736 0.01 0.00 -0.02 0.40
H -3.520014 3.910186 -0.015564 0.01 -0.04 -0.01 0.17
H -2.869953 5.214541 0.975284 -0.01 0.01 0.02 0.30
H -2.040376 1.594896 3.103396 0.02 0.00 0.01 0.37
H -1.500881 3.217758 3.500406 -0.04 0.01 0.02 0.74
H 1.596805 2.303087 2.654094 0.02 0.02 0.01 0.32
H 0.717993 3.752480 3.173998 0.02 0.01 0.00 0.55
H 1.701882 3.855384 -0.942039 0.02 0.00 0.01 -0.09
H 2.971188 2.752654 -0.389580 0.00 0.00 0.00 0.04
H 3.368722 4.419903 -0.819096 0.00 0.01 0.00 0.53
H 0.583703 6.041312 0.895319 0.00 0.01 0.01 0.28
H 2.186328 6.770139 0.817495 0.01 0.00 0.01 0.35
H 1.434601 6.469302 2.385605 0.00 0.00 0.00 0.32
H 4.362968 3.351440 2.364124 0.01 0.01 0.01 0.27
H 3.790714 4.672492 3.389460 0.01 0.00 0.00 0.33
H 4.667324 5.027572 1.899553 0.00 0.01 -0.01 0.33
C 1.627886 -2.231383 4.140432 -0.02 0.03 0.09 -1.34
N 1.539025 -1.366238 2.982457 0.08 0.02 -0.08 0.12
C 2.583983 -0.900328 2.294021 -0.07 0.01 0.13 0.47
N 3.815458 -1.275063 2.673187 0.02 -0.02 0.00 -0.36
S 2.401884 0.150560 0.979509 -0.04 -0.05 -0.17 -0.29
H 0.674140 -2.214216 4.664075 -0.01 -0.02 -0.04 0.39
H 2.367139 -1.863027 4.854160 0.01 0.00 -0.01 0.48
H 1.868156 -3.263893 3.874074 0.03 0.01 -0.01 0.36
H 0.631198 -1.076220 2.630589 -0.03 -0.02 0.03 -0.30
H 3.991775 -1.805290 3.508551 -0.01 0.00 -0.01 0.17
H 4.597016 -0.882664 2.177298 -0.01 0.01 0.01 0.23
N 0.475703 -2.073888 -0.539437 -0.07 0.17 0.18 0.85
S 0.441464 -3.317576 -1.529142 -0.11 0.11 -0.06 0.60
C 0.049523 -4.742073 -0.522912 0.04 -0.05 -0.03 0.18
C 0.329501 -6.016668 -0.999956 0.01 -0.03 0.03 -0.56
C -0.042158 -7.114265 -0.241834 -0.01 0.00 0.02 -0.70
C -0.691725 -6.936611 0.974760 0.01 -0.02 -0.02 -0.57
C -0.975682 -5.659524 1.430985 0.00 0.04 0.01 -0.68
C -0.606917 -4.549465 0.680323 -0.05 -0.04 0.00 -0.22
C 2.112298 -3.708751 -1.989821 0.08 -0.03 -0.10 0.43
C 2.424858 -3.624756 -3.337263 0.05 -0.02 -0.02 -0.51
C 3.741228 -3.820272 -3.738149 -0.02 -0.02 0.00 -0.65
C 4.716391 -4.091416 -2.792796 0.02 0.00 -0.02 -0.53
C 4.389212 -4.178024 -1.442219 -0.01 0.00 0.02 -0.78
C 3.081778 -3.989089 -1.033681 -0.03 0.04 0.00 -0.18
H 1.024057 -2.295357 0.291471 0.09 0.00 -0.04 -0.31
H 0.843432 -6.153045 -1.943569 -0.01 0.01 0.01 0.47
H 0.175888 -8.111551 -0.599320 0.00 0.00 0.00 0.41
H -0.980515 -7.798400 1.561225 0.00 0.00 0.00 0.41
H -1.496634 -5.523826 2.370394 0.00 -0.01 0.00 0.44
H -0.844557 -3.544489 1.003891 0.02 0.03 0.00 0.32
H 1.652035 -3.401442 -4.061854 -0.01 0.01 0.01 0.49
H 4.000202 -3.754384 -4.786124 0.00 0.00 0.00 0.46
H 5.741198 -4.238979 -3.106704 0.00 0.00 0.01 0.42
H 5.157089 -4.395054 -0.711625 0.00 -0.01 -0.01 0.44
H 2.813883 -4.063493 0.014564 0.01 0.01 0.00 0.42


| no. | LUMO energy (eV) | energy (a.u.) |
| --- | --- | --- |
| 1 | -2.723 | -4885.923152 |
| 2 | -2.125 | -6676.815563 |